The following is a DFT calculation (ωB97M-V/def2-TZVPD) of 2 unconnected molecules or ions with the total composition H4O3SSi.

Its SMILES is O[Si](O)=S.O. For the LUMO energy, the calculation gives -0.212 eV.

Each line ends with the Mulliken charge.
Cartesian coordinates (Å):
H 0.69 -2.37 -0.24  0.30
O -1.32 0.28 -0.70  -0.39
O -3.12 1.97 0.33  -0.43
O 1.03 -1.86 0.46  -0.61
H -0.99 1.09 -1.15  0.34
Si -2.83 0.42 -0.14  0.57
H 0.57 -2.11 1.25  0.31
H -3.98 2.20 0.31  0.32
S -4.18 -0.98 0.16  -0.41



The following is a DFT calculation (ωB97M-V/def2-TZVPD) of a molecular structure, C14H20N5O10SW.

For the LUMO energy, the calculation gives -12.781 eV. As for the total charge: +3.

Each line ends with the Mulliken charge.
Cartesian coordinates (Å):
O -6.00 0.25 -3.47  -0.56
C 0.48 -4.62 -0.12  -0.98
C 2.35 2.47 0.22  -0.57
H 2.01 -1.60 2.51  0.33
C -4.23 0.23 -1.45  -0.39
H 0.23 -4.92 -1.14  0.43
H 0.36 3.47 1.67  0.55
H 0.05 -0.37 2.69  0.47
C -3.25 0.22 -0.46  -1.18
O -2.69 0.25 1.76  -0.61
N 2.92 0.08 0.38  -0.58
W 0.74 -0.40 0.11  1.06
C -2.49 0.06 -3.14  -0.78
H 2.64 2.79 1.23  0.30
C 0.22 2.40 1.48  -0.64
H 1.48 -4.99 0.13  0.45
H -5.29 0.28 -1.18  0.68
H 3.48 -0.64 -0.10  0.51
N -4.87 0.18 -3.85  1.07
C 3.28 0.05 1.83  -0.50
S 0.45 -2.87 -0.06  0.97
O -4.45 0.12 -4.97  -0.56
H 4.32 1.64 -0.14  0.50
C -1.50 0.05 -2.16  1.63
O 0.87 0.09 -1.62  -0.41
O -4.78 0.31 1.24  -0.55
N -3.62 0.26 0.97  1.08
H 2.31 -0.34 3.73  0.48
H 3.12 1.22 -1.38  0.38
O 1.80 -2.20 -0.22  -0.74
O -0.94 0.11 0.14  1.06
H 4.16 -0.59 2.01  0.55
C 0.71 1.57 2.67  -0.60
O -0.36 -2.17 -1.04  -0.37
H 0.47 2.36 -0.56  0.44
H -2.24 0.00 -4.20  0.67
C -0.08 -0.24 -2.57  -0.15
H -0.86 2.21 1.33  0.17
O 0.08 -2.20 1.23  -0.61
H 3.56 1.05 2.16  0.27
H 0.00 1.68 3.49  0.54
H 2.45 3.35 -0.42  0.49
N 0.83 0.14 2.24  -0.63
O 0.24 -0.72 -3.60  -0.42
H 1.68 1.92 3.03  0.32
N 0.95 1.95 0.26  -0.34
C -3.83 0.16 -2.77  -0.64
C -1.90 0.13 -0.81  1.57
H -0.25 -5.03 0.57  0.42
C 2.11 -0.51 2.66  -0.74
C 3.27 1.37 -0.30  -0.81



Taking the records one at a time from the top gives relative energy (zero: lowest compared OMol25 entry of this formula, charge and spin) values of 1.998; 1.177 eV.